{"formula": "C20H32FNO16Si", "method": "ωB97M-V with the def2-TZVPD basis set", "homo_lumo_gap_ev": 10.3, "spin_multiplicity": 1, "e_tot_ha": -2429.307121, "smiles": "NC(=O)CC[SiH2]CCF.O=C1OCCO1.O=C1OCCO1.O=C1OCCO1.O=C1OCCO1.O=C1OCCO1", "symbols": ["N", "C", "O", "C", "C", "Si", "C", "C", "F", "H", "H", "H", "H", "H", "H", "H", "H", "H", "H", "H", "H", "O", "C", "O", "C", "C", "O", "H", "H", "H", "H", "O", "C", "O", "C", "C", "O", "H", "H", "H", "H", "O", "C", "O", "C", "C", "O", "H", "H", "H", "H", "O", "C", "O", "C", "C", "O", "H", "H", "H", "H", "O", "C", "O", "C", "C", "O", "H", "H", "H", "H"], "positions_angstrom": [[3.044, 1.022, 3.927], [2.347, 1.953, 3.077], [2.825, 2.280, 2.027], [1.023, 2.480, 3.593], [0.298, 3.398, 2.603], [-1.444, 3.796, 3.195], [-2.669, 2.462, 2.691], [-2.237, 1.048, 3.013], [-1.846, 0.946, 4.356], [2.701, 1.135, 4.879], [2.766, 0.080, 3.659], [0.414, 1.613, 3.864], [1.212, 3.013, 4.531], [0.863, 4.327, 2.499], [0.289, 2.933, 1.615], [-1.920, 5.087, 2.645], [-1.394, 3.931, 4.670], [-2.872, 2.508, 1.620], [-3.617, 2.667, 3.199], [-3.048, 0.334, 2.859], [-1.383, 0.734, 2.407], [-2.609, 0.947, -0.217], [-2.184, -0.136, -0.463], [-2.938, -1.256, -0.545], [-2.133, -2.316, -1.082], [-0.728, -1.847, -0.746], [-0.886, -0.422, -0.691], [-2.415, -3.254, -0.614], [-2.312, -2.382, -2.155], [-0.394, -2.197, 0.232], [0.013, -2.095, -1.499], [-5.012, -5.887, -2.290], [-5.412, -4.779, -2.118], [-4.678, -3.663, -2.325], [-5.557, -2.526, -2.289], [-6.715, -3.051, -1.458], [-6.654, -4.462, -1.706], [-5.038, -1.686, -1.838], [-5.851, -2.287, -3.311], [-6.573, -2.879, -0.390], [-7.686, -2.677, -1.768], [-6.233, -4.406, -7.141], [-5.742, -5.377, -6.664], [-5.158, -5.425, -5.446], [-4.886, -6.795, -5.114], [-4.836, -7.444, -6.486], [-5.682, -6.588, -7.264], [-3.961, -6.847, -4.551], [-5.699, -7.169, -4.494], [-3.835, -7.430, -6.919], [-5.234, -8.455, -6.509], [9.254, 3.650, 4.721], [8.143, 3.549, 4.311], [7.577, 4.383, 3.410], [6.311, 3.835, 3.011], [5.966, 2.936, 4.182], [7.260, 2.602, 4.701], [5.604, 4.645, 2.852], [6.443, 3.273, 2.089], [5.411, 3.465, 4.962], [5.430, 2.038, 3.895], [7.084, 1.475, 0.160], [6.797, 2.267, -0.676], [7.040, 2.125, -2.000], [6.360, 3.167, -2.707], [6.180, 4.226, -1.632], [6.170, 3.442, -0.436], [6.971, 3.488, -3.545], [5.407, 2.779, -3.069], [7.019, 4.922, -1.588], [5.246, 4.777, -1.707]]}